{
  "formula": "C31H61Br2NO14P3",
  "method": "ωB97M-V with the def2-TZVPD basis set",
  "e_tot_ha": -8497.830590,
  "gap_ev": 6.900,
  "e_lumo_ev": -4.609,
  "total_charge": 1,
  "homo_energy_ev": -11.509,
  "species": ["C", "C", "N", "C", "C", "C", "C", "O", "O", "C", "C", "C", "C", "C", "Br", "C", "C", "Br", "H", "H", "H", "H", "H", "H", "H", "H", "H", "H", "H", "H", "H", "H", "H", "H", "O", "P", "O", "C", "C", "O", "C", "C", "O", "C", "C", "H", "H", "H", "H", "H", "H", "H", "H", "H", "H", "H", "H", "H", "H", "H", "O", "P", "O", "C", "C", "O", "C", "C", "O", "C", "C", "H", "H", "H", "H", "H", "H", "H", "H", "H", "H", "H", "H", "H", "H", "H", "O", "P", "O", "C", "C", "O", "C", "C", "O", "C", "C", "H", "H", "H", "H", "H", "H", "H", "H", "H", "H", "H", "H", "H", "H", "H"],
  "xyz": [[0.2035, -2.1067, 1.4841], [-0.4696, -2.4761, 2.5573], [-1.5947, -3.3993, 2.4986], [-1.2778, -4.6225, 2.0415], [-2.2141, -5.6064, 1.9231], [-3.5326, -5.3501, 2.3294], [-4.4903, -6.5243, 2.1581], [-4.0254, -7.5829, 1.8136], [-5.8489, -6.4222, 2.3189], [-3.8283, -4.0755, 2.8396], [-5.2486, -3.7971, 3.3334], [-6.1818, -3.2154, 2.2209], [-2.8386, -3.0824, 2.8993], [-3.1833, -1.6816, 3.4084], [-2.8156, -0.3393, 2.0179], [-2.5658, -1.3097, 4.8110], [-1.4957, -0.1964, 4.8178], [-1.9151, -2.9222, 5.7609], [-0.1560, -2.1722, 0.4557], [1.1979, -1.6787, 1.6335], [-0.1691, -2.1355, 3.5444], [-0.2518, -4.8361, 1.7536], [-1.9622, -6.5904, 1.5349], [-6.1120, -6.8259, 3.1589], [-5.2137, -3.0653, 4.1541], [-5.6768, -4.6877, 3.7971], [-6.6472, -2.2946, 2.6015], [-5.6599, -3.0313, 1.2772], [-7.0228, -3.9081, 2.0836], [-4.2640, -1.6285, 3.5370], [-3.3879, -0.9409, 5.4346], [-0.9680, -0.2490, 5.7820], [-2.0134, 0.7719, 4.8235], [-0.7677, -0.2500, 4.0074], [-1.7339, -0.8621, -2.5526], [-2.4672, -0.4157, -3.7782], [-2.6861, 1.1922, -3.5003], [-1.5820, 2.0287, -3.1688], [-0.9069, 2.5909, -4.4067], [-3.9704, -0.9705, -3.4355], [-4.1578, -1.9592, -2.4330], [-4.4663, -1.3082, -1.0988], [-2.9590, -0.3140, -5.3508], [-2.0192, -0.1774, -6.4214], [-0.7477, -0.9747, -6.2264], [-0.8554, 1.4987, -2.5477], [-1.9798, 2.8539, -2.5744], [-0.3783, 1.8022, -4.9493], [-0.1757, 3.3548, -4.1374], [-1.6412, 3.0286, -5.0836], [-3.2884, -2.6138, -2.3639], [-4.9977, -2.5856, -2.7407], [-3.7666, -0.5077, -0.8658], [-4.4358, -2.0486, -0.2954], [-5.4622, -0.8603, -1.1156], [-1.8031, 0.8815, -6.5815], [-2.5228, -0.5265, -7.3240], [-0.2295, -0.6899, -5.3019], [-0.0654, -0.8085, -7.0598], [-0.9679, -2.0422, -6.1652], [5.2572, -1.1763, -2.1309], [5.5865, -1.5567, -0.7270], [5.2842, -3.1768, -0.7090], [5.8802, -4.0338, -1.6788], [7.2407, -4.5343, -1.2276], [4.2473, -1.0114, 0.0442], [3.3798, -0.0669, -0.5778], [2.2448, -0.7702, -1.2971], [6.3207, -1.5788, 0.7548], [7.7432, -1.6675, 0.8810], [8.5023, -0.8869, -0.1703], [5.9600, -3.5391, -2.6492], [5.2097, -4.8865, -1.8010], [7.9715, -3.7208, -1.2318], [7.6089, -5.3137, -1.8962], [7.1906, -4.9341, -0.2143], [3.9317, 0.5865, -1.2521], [2.9744, 0.5693, 0.2129], [2.5994, -1.5801, -1.9335], [1.6794, -0.0655, -1.9093], [1.5650, -1.2162, -0.5709], [8.0420, -2.7186, 0.8877], [7.9936, -1.2720, 1.8668], [8.2460, -1.2186, -1.1840], [9.5760, -1.0158, -0.0352], [8.2689, 0.1773, -0.1034], [0.7981, 7.3951, 1.8240], [0.6974, 6.4990, 0.6356], [0.9274, 5.0027, 1.2960], [0.1451, 4.5709, 2.3992], [-1.1394, 3.8990, 1.9458], [2.1612, 6.7354, -0.0436], [2.9586, 7.8692, 0.3026], [3.9314, 7.5300, 1.4158], [0.2183, 5.8793, -0.8270], [-1.1625, 5.7110, -1.1497], [-2.0558, 6.8186, -0.6328], [-0.0770, 5.3974, 3.0783], [0.7496, 3.8482, 2.9516], [-1.8257, 4.6316, 1.5126], [-1.6486, 3.4247, 2.7877], [-0.9343, 3.1426, 1.1859], [2.3305, 8.7186, 0.5696], [3.5135, 8.1575, -0.5919], [3.4400, 7.0227, 2.2452], [4.4157, 8.4322, 1.7919], [4.7049, 6.8544, 1.0450], [-1.5010, 4.7319, -0.7978], [-1.2265, 5.6836, -2.2398], [-1.9891, 6.9164, 0.4575], [-3.0959, 6.6173, -0.8901], [-1.7699, 7.7780, -1.0672]],
  "atomic_forces_ev_per_a": [[0.26, 0.07, -0.18], [0.41, 0.25, 0.14], [0.43, 0.70, -0.24], [0.25, -0.68, -0.39], [-0.91, -0.33, 0.12], [0.46, 0.65, -0.18], [0.03, -1.87, -0.45], [-0.06, 0.94, 0.37], [0.70, 1.05, 0.34], [-1.24, -0.47, 0.32], [0.19, 0.82, 0.14], [-0.43, -0.34, 0.85], [-0.64, 0.04, 0.06], [0.44, -0.25, 0.32], [-0.30, -0.25, 0.26], [0.23, 0.65, -0.29], [-0.18, -0.24, 0.87], [-0.22, 0.31, -0.18], [0.12, -0.52, 0.27], [-0.51, 0.35, -0.06], [-0.12, -0.68, -0.02], [-0.16, 0.50, 0.20], [0.06, 0.29, 0.10], [-0.06, -0.28, -0.24], [0.14, -0.37, -0.17], [0.19, 0.18, -0.31], [0.31, -0.08, -0.37], [-0.22, -0.02, 0.20], [0.39, 0.13, -0.35], [0.37, -0.06, -0.30], [0.18, -0.36, -0.13], [-0.08, 0.01, -0.34], [0.22, -0.21, -0.35], [-0.24, 0.10, 0.12], [2.29, -0.90, -2.38], [-6.11, 2.80, 2.87], [0.77, -0.58, -0.48], [0.19, 0.42, 0.11], [0.02, -0.17, -0.08], [0.46, -0.28, -0.57], [-0.05, 0.00, 0.30], [-0.24, 0.07, 0.05], [2.72, -1.58, 0.50], [0.16, 0.26, -0.71], [-0.08, -0.09, 0.21], [-0.10, -0.10, 0.03], [-0.13, -0.11, 0.01], [0.04, 0.04, 0.00], [-0.01, -0.03, 0.03], [-0.02, 0.04, 0.06], [0.06, 0.11, 0.04], [-0.02, 0.14, -0.15], [0.18, -0.13, -0.08], [0.02, 0.01, 0.01], [0.00, -0.05, 0.00], [0.02, 0.02, 0.17], [-0.15, -0.01, 0.14], [0.04, 0.06, -0.07], [0.01, 0.00, 0.03], [0.01, 0.01, -0.03], [3.28, 1.01, 0.11], [-6.28, -2.85, 2.18], [0.85, 0.57, -0.12], [0.08, -0.43, -0.22], [0.07, 0.20, 0.05], [0.57, 0.25, 0.23], [-0.20, -0.04, -0.25], [-0.13, -0.06, 0.03], [1.56, 1.51, -2.23], [0.59, -0.21, 0.39], [-0.20, 0.08, -0.10], [-0.10, 0.11, 0.05], [-0.10, 0.11, 0.07], [0.03, -0.04, -0.02], [-0.03, 0.02, -0.01], [-0.05, -0.05, -0.03], [0.02, -0.12, -0.07], [0.11, -0.09, 0.11], [0.18, 0.14, -0.08], [-0.04, -0.02, 0.03], [-0.01, 0.06, -0.09], [-0.09, -0.03, -0.14], [-0.20, 0.01, 0.00], [0.07, -0.05, 0.03], [-0.01, -0.01, -0.02], [0.02, -0.01, 0.01], [-3.28, 0.76, -1.01], [6.70, -3.14, 0.14], [-0.90, 0.45, -0.24], [-0.05, -0.27, 0.30], [-0.10, 0.12, -0.10], [-0.70, 0.15, -0.37], [0.26, 0.13, 0.29], [0.16, -0.17, -0.04], [-1.92, 2.14, 1.16], [-0.43, -0.34, -0.35], [0.15, 0.10, 0.08], [0.10, 0.08, -0.07], [0.12, 0.08, -0.08], [-0.04, -0.04, 0.03], [0.02, 0.03, 0.01], [0.05, -0.03, 0.04], [-0.06, -0.10, 0.11], [-0.10, -0.17, -0.09], [-0.16, 0.16, 0.00], [0.00, 0.00, -0.01], [0.00, 0.04, -0.01], [0.05, 0.03, 0.15], [0.18, 0.01, 0.03], [-0.06, -0.06, -0.01], [0.01, 0.01, 0.02], [-0.01, -0.02, -0.01]]
}